# C7H9O5S

The ion C7H9O5S with charge -1 (ωB97M-V/def2-TZVPD, OMol25).

Summary:
HOMO-LUMO gap (alpha / beta): 7.19 / 7.02 eV
F_max: 2.52 eV Å⁻¹
Charge: -1
Total energy: -28476.9760 eV
Energy above the lowest of the compared OMol25 structures with the same formula, charge and spin: 1.0958 eV

Each atom is followed by the atoms it is bonded to, with distances in Å.
Element x y z (Å)
1 C 1.6993 1.1936 0.8356  C2 1.368, C3 1.425, H14 1.083
2 C 1.9323 0.1638 -0.0335  C1 1.368, C6 1.394, H15 1.089
3 C 0.4409 1.6961 1.2781  C1 1.425, C4 1.563, O9 1.222
4 C -0.8142 1.5415 0.3600  C3 1.563, C5 1.471, H16 1.091, H17 1.100
5 C -0.7266 0.7817 -0.8964  C4 1.471, C7 1.486, H18 1.085
6 C 1.0126 -0.8388 -0.3388  C2 1.394, O12 1.344, S13 1.836
7 C -1.7741 -0.2159 -1.2373  C5 1.486, H19 1.088, H20 1.089, H21 1.097
8 O -0.9160 -1.0474 1.6126  S13 1.450
9 O 0.2935 2.3832 2.2776  C3 1.222
10 O -0.5239 -2.8242 -0.0262  S13 1.483
11 O 1.1274 -2.3787 1.7218  S13 1.452
12 O 1.1975 -1.6592 -1.3868  C6 1.344, H22 1.005
13 S 0.0727 -1.8246 0.8919  C6 1.836, O8 1.450, O10 1.483, O11 1.452
14 H 2.5410 1.8067 1.1325  C1 1.083
15 H 2.9028 0.1118 -0.5254  C2 1.089
16 H -1.5476 1.0692 1.0155  C4 1.091
17 H -1.1139 2.5841 0.1759  C4 1.100
18 H -0.2018 1.2493 -1.7224  C5 1.085
19 H -1.9996 -0.8240 -0.3639  C7 1.088
20 H -1.4505 -0.8671 -2.0479  C7 1.089
21 H -2.6943 0.2881 -1.5582  C7 1.097
22 H 0.5428 -2.3891 -1.1645  O12 1.005

Just the Löwdin charges please, in e? Sure, here they are: -0.039 -0.065 -0.426 -0.148 -0.139 -0.380 -0.123 -0.324 0.034 -0.355 -0.330 -0.014 0.487 0.105 0.119 0.107 0.119 0.105 0.054 0.074 0.076 0.062